{
  "formula": "C3H8O3S",
  "method": "wB97M-V/def2-TZVPD",
  "species": ["O", "C", "O", "C", "C", "S", "H", "H", "H", "H", "H", "H", "H", "H", "O"],
  "xyz": [[-0.4231, 3.3418, 0.5824], [-0.9350, 2.2404, 0.3893], [-2.2028, 1.8478, 0.3708], [0.0023, 1.0152, -0.0505], [-0.7824, 0.0602, -1.1445], [0.2781, -0.3438, -2.5716], [-2.8166, 2.5583, 0.5448], [0.3787, 0.6556, 0.8290], [0.8294, 1.2805, -0.7794], [-1.4322, -0.8452, -0.8525], [-1.4329, 0.7026, -1.6619], [-0.6073, -1.1357, -3.2635], [3.7267, -4.1305, 2.4333], [2.6049, -3.2361, 2.8281], [2.8123, -4.0113, 2.3461]],
  "forces_ev_per_a": [[-2.183, -1.980, 0.137], [3.778, 0.343, -1.623], [-0.029, -0.055, 0.266], [-2.317, 0.766, -4.688], [-0.435, -0.927, 1.453], [0.427, -0.960, -0.246], [-0.240, 0.738, 0.263], [1.024, -1.718, 1.962], [-0.632, 0.833, 1.667], [1.418, 1.382, 0.148], [-1.245, 1.021, 0.084], [0.434, 0.556, 0.577], [2.024, -0.275, 0.179], [-0.320, 1.166, 0.723], [-1.705, -0.891, -0.899]],
  "multiplicity": 1,
  "smiles": "O=C(O)CCS.O",
  "homo_ev": -9.02,
  "orbital_gap_ev": 9.49
}

***

{
  "formula": "C9H14N2O",
  "method": "wB97M-V/def2-TZVPD",
  "species": ["C", "C", "C", "C", "C", "C", "C", "C", "C", "N", "N", "O", "H", "H", "H", "H", "H", "H", "H", "H", "H", "H", "H", "H", "H", "H"],
  "xyz": [[0.2138, -1.8379, 2.3720], [0.7667, -0.6966, 2.9005], [-0.2884, -1.5286, 1.0941], [-0.0593, -0.1544, 0.9861], [-0.7107, -0.1856, -2.6394], [0.0475, 0.4685, -1.7128], [-1.0353, -2.3497, 0.0614], [1.5648, 0.4928, -1.8989], [-0.3821, 1.2932, -0.5429], [-0.2926, 3.1200, 1.0483], [0.2135, 2.4408, -0.0902], [0.7008, 0.3085, 2.0343], [0.0749, -2.8851, 2.7168], [1.1871, -0.5797, 3.8806], [-1.7885, -0.2482, -2.6954], [-0.1899, -0.9921, -3.2319], [-0.3138, -3.1473, -0.2658], [-1.8072, -2.8548, 0.6409], [-1.4920, -1.8843, -0.7555], [1.9668, 0.3816, -0.9312], [1.8535, -0.3737, -2.5849], [1.8397, 1.4207, -2.2661], [-1.4898, 1.2793, -0.6838], [-1.0571, 3.7071, 0.7115], [-0.6992, 2.4245, 1.7843], [1.1769, 2.3808, 0.0680]],
  "forces_ev_per_a": [[-0.076, -1.307, 0.387], [0.008, -2.575, 0.657], [-0.481, 3.736, -1.529], [-0.246, 0.692, -2.853], [1.295, -0.684, 1.213], [1.424, 0.302, -1.551], [1.683, -2.105, 2.571], [-1.795, -3.238, -0.690], [-2.260, -3.689, 1.244], [-1.623, -1.207, 1.058], [-0.673, 0.639, -0.188], [-1.188, 0.542, -0.558], [0.543, 1.154, 0.511], [0.296, 0.465, -0.038], [-0.131, 0.335, 0.325], [-0.500, 1.360, 0.295], [-0.828, 0.586, -0.111], [-0.265, -0.335, -0.263], [-0.246, 1.082, -0.993], [1.007, -0.405, 1.122], [-0.008, 1.394, 0.932], [0.718, 1.780, -1.040], [0.679, 0.709, 1.157], [0.145, -0.208, 0.337], [0.932, 1.334, -1.786], [1.592, -0.357, -0.208]],
  "multiplicity": 1,
  "homo_ev": -7.93,
  "orbital_gap_ev": 8.74
}

***

{
  "formula": "C25H19BrMgN5O8",
  "method": "wB97M-V/def2-TZVPD",
  "species": ["Mg", "O", "C", "O", "C", "O", "C", "C", "O", "O", "H", "H", "H", "H", "H", "Br", "C", "C", "C", "C", "C", "C", "N", "N", "C", "C", "C", "C", "O", "C", "N", "C", "C", "C", "C", "H", "H", "H", "H", "H", "H", "H", "H", "H", "O", "N", "N", "O", "C", "C", "C", "C", "C", "C", "H", "H", "H", "H", "H"],
  "xyz": [[-1.2463, -0.2714, 1.2942], [-4.5425, 2.0884, 0.6863], [-3.8037, 1.2416, 1.4171], [-3.8762, 0.0468, 1.3082], [-3.0494, 1.9580, 2.5327], [-1.6929, 1.5888, 2.6759], [-0.8004, 2.4490, 1.9595], [-0.9370, 2.2911, 0.4344], [-0.2774, 3.0188, -0.2927], [-1.7615, 1.3695, 0.1136], [-4.9679, 1.5437, 0.0065], [-3.1354, 3.0403, 2.4165], [-3.5421, 1.6471, 3.4587], [-0.9848, 3.4990, 2.2113], [0.2038, 2.1657, 2.2697], [1.6460, 4.8965, -3.3499], [2.8964, 3.7978, -2.4453], [4.0261, 3.3648, -3.1157], [4.9245, 2.5439, -2.4537], [4.6846, 2.1376, -1.1489], [3.5735, 2.6318, -0.4698], [2.6655, 3.4466, -1.1230], [5.7070, 1.3126, -0.5556], [5.4622, 0.3931, 0.2495], [4.1626, 0.0137, 0.6601], [4.0459, -0.2293, 2.0140], [2.8248, -0.3794, 2.6694], [1.6237, -0.3040, 1.9521], [0.4616, -0.3401, 2.4646], [1.7529, -0.1979, 0.5008], [0.5793, -0.2146, -0.1579], [0.5729, -0.1584, -1.4639], [1.7613, -0.1556, -2.2145], [2.9611, -0.1295, -1.5598], [2.9921, -0.0858, -0.1499], [4.2001, 3.6604, -4.1413], [5.8191, 2.1928, -2.9519], [3.3801, 2.3345, 0.5526], [1.7590, 3.7621, -0.6267], [4.9675, -0.2275, 2.5860], [2.7798, -0.5220, 3.7402], [-0.4004, -0.1243, -1.9369], [1.7170, -0.1629, -3.2948], [3.8866, -0.1331, -2.1203], [-2.0083, -1.7304, 2.5623], [-2.6456, -2.6561, 1.9959], [-2.5114, -2.6668, 0.7220], [-1.7641, -1.8066, 0.0820], [-3.2234, -3.6424, -0.0240], [-3.1463, -3.5807, -1.4082], [-3.8309, -4.5197, -2.1671], [-4.5825, -5.5095, -1.5551], [-4.6475, -5.5572, -0.1672], [-3.9725, -4.6303, 0.6071], [-2.5520, -2.8001, -1.8570], [-3.7708, -4.4719, -3.2468], [-5.1138, -6.2402, -2.1508], [-5.2302, -6.3270, 0.3218], [-4.0200, -4.6613, 1.6844]],
  "forces_ev_per_a": [[0.537, -0.483, -0.102], [-0.043, 0.011, -0.095], [-0.008, 0.240, 0.281], [0.107, -0.141, -0.091], [-0.060, 0.095, 0.289], [-0.087, -0.194, -0.314], [0.105, 0.303, -0.082], [-0.216, -0.071, 0.163], [-0.040, 0.133, -0.002], [0.229, -0.057, -0.166], [-0.036, 0.041, 0.001], [-0.078, -0.034, -0.036], [-0.037, 0.099, -0.028], [0.021, -0.085, 0.124], [-0.007, 0.029, 0.035], [-0.040, 0.035, -0.035], [0.086, -0.080, 0.088], [-0.056, 0.009, -0.065], [0.027, -0.077, -0.025], [0.219, 0.035, 0.270], [-0.028, 0.139, -0.037], [-0.027, 0.164, -0.021], [-0.097, -0.069, -0.310], [0.054, 0.109, 0.165], [0.001, -0.142, -0.098], [0.053, 0.014, 0.101], [-0.027, 0.042, -0.069], [0.140, 0.017, -0.047], [-0.236, 0.144, 0.003], [0.020, 0.000, 0.062], [-0.112, 0.020, 0.032], [0.016, -0.025, -0.093], [-0.053, 0.000, 0.027], [0.028, -0.020, -0.039], [-0.044, -0.263, 0.014], [0.005, 0.010, -0.002], [0.022, -0.011, 0.014], [0.024, 0.133, -0.024], [-0.011, 0.015, 0.026], [-0.007, 0.004, 0.016], [0.016, 0.000, 0.026], [-0.023, 0.003, -0.035], [-0.004, -0.003, -0.021], [0.007, 0.018, 0.011], [-0.036, 0.049, 0.093], [-0.084, -0.080, 0.167], [-0.115, -0.077, -0.064], [-0.065, 0.114, -0.036], [0.030, -0.010, -0.073], [-0.031, -0.057, 0.040], [0.021, 0.026, -0.004], [-0.010, -0.011, 0.016], [-0.002, -0.003, 0.001], [-0.038, -0.041, -0.041], [0.009, 0.009, -0.002], [-0.005, -0.005, -0.016], [-0.006, -0.009, -0.007], [-0.016, -0.020, 0.002], [0.008, 0.009, 0.011]],
  "multiplicity": 1,
  "homo_ev": -4.49,
  "charge": -1,
  "orbital_gap_ev": 7.07
}